Entry 1:
85
Properties=species:S:1:pos:R:3:lowdin_charge:R:1 method="wB97M-V/def2-TZVPD" homo_energy_ev=-11.567 charge=+1 homo_lumo_gap_ev=8.474
S -3.73 -1.66 -3.86 1.034
O 3.34 -0.99 5.19 0.062
O 1.33 8.64 1.88 0.073
O 2.29 0.62 -0.77 0.067
O 1.45 6.56 2.56 0.050
O 0.28 1.19 -0.11 0.036
O 0.87 -1.65 -1.73 -0.134
O 5.20 -0.21 4.34 0.054
N 1.52 1.20 0.00 -0.292
N 1.78 7.49 1.81 -0.320
N -4.75 1.01 -3.88 -0.041
N 4.27 -1.02 4.37 -0.325
C 4.25 -2.08 3.36 -0.146
C 5.29 -2.16 2.42 -0.002
C 4.20 -4.07 1.41 -0.070
C -2.61 -2.64 1.99 -0.220
C -4.36 -4.63 -2.31 -0.213
C 3.28 5.91 0.62 0.005
C -5.52 -3.46 -2.33 -0.236
C 4.11 7.96 -1.10 -0.063
C -1.41 -0.54 -2.40 -0.170
C 3.21 3.41 3.21 -0.062
C -3.73 -3.26 0.92 -0.215
C 2.10 1.95 1.12 -0.139
C 1.82 3.34 3.08 -0.061
C 2.77 7.21 0.76 -0.135
C 4.20 5.65 -0.40 -0.063
C 4.05 2.75 2.31 -0.065
C 3.17 -3.99 2.35 -0.068
C -4.09 -0.03 -4.76 -0.387
C -4.40 -5.29 -0.79 -0.196
C 5.26 -3.16 1.44 -0.064
C 3.18 8.24 -0.09 0.004
C 3.49 2.02 1.26 -0.002
C -5.43 -2.42 -3.59 -0.341
C -2.85 -1.34 -2.21 -0.346
C 4.61 6.67 -1.25 -0.070
C -2.29 -1.04 1.71 -0.134
C -3.22 -4.67 0.21 -0.205
C -0.17 -1.58 -2.77 -0.215
C 1.26 2.61 2.03 0.010
C 3.19 -3.00 3.33 -0.003
H 4.44 8.75 -1.77 0.111
H 3.65 3.99 4.03 0.124
H -3.30 -4.27 -2.65 0.091
H 4.60 4.64 -0.52 0.103
H 5.13 2.81 2.42 0.119
H 0.34 -1.17 -3.74 0.128
H -1.58 -3.22 1.94 0.111
H -3.53 -0.80 -1.42 0.093
H 6.06 -3.23 0.71 0.110
H -1.49 0.35 -3.19 0.121
H 1.18 3.86 3.79 0.117
H 2.80 9.25 0.01 0.121
H -0.61 -2.67 -2.96 0.132
H -2.58 -2.41 -1.75 0.094
H -5.46 -2.80 -1.34 0.107
H -3.12 -2.70 3.05 0.108
H -2.58 -0.45 2.71 0.088
H -4.70 -5.44 -3.11 0.129
H -1.12 -0.07 -1.34 0.106
H -5.43 -4.94 -0.30 0.112
H -6.16 -1.51 -3.33 0.106
H -3.92 -2.39 0.14 0.054
H -2.90 -0.58 0.83 0.051
H -3.16 0.44 -5.29 0.126
H -4.87 -0.30 -5.63 0.132
H -4.35 -6.49 -0.82 0.126
H 2.38 -2.95 4.06 0.118
H 4.16 1.51 0.56 0.122
H -4.76 -3.45 1.47 0.125
H -2.17 -4.59 -0.31 0.110
H -4.06 1.51 -3.27 0.087
H 4.17 -4.84 0.64 0.109
H 2.35 -4.70 2.32 0.107
H 6.12 -1.46 2.43 0.119
H -5.56 0.63 -3.34 0.073
H 1.01 -0.76 -1.28 0.042
H 5.32 6.45 -2.05 0.109
H -1.15 -0.82 1.51 0.068
H -6.57 -4.03 -2.26 0.148
H -3.10 -5.50 1.07 0.125
H 0.18 2.56 1.94 0.121
H 2.97 5.11 1.28 0.084
H -5.82 -2.88 -4.61 0.123

=====

Entry 2:
78
Properties=species:S:1:pos:R:3:lowdin_charge:R:1 method="wB97M-V/def2-TZVPD" homo_energy_ev=-10.237 charge=+1 homo_lumo_gap_ev=7.328
Si -0.55 -1.02 3.19 0.596
N 3.87 0.25 -4.47 -0.080
N 6.03 0.27 -4.60 -0.035
N -3.52 -1.58 -0.72 0.155
N -4.47 -3.47 1.17 0.138
C -4.78 0.15 0.39 -0.163
C -6.09 -0.43 2.36 -0.057
C 5.57 -0.61 -5.55 0.007
C 0.56 -1.22 4.69 -0.166
C 0.78 -2.50 -0.51 -0.083
C -4.36 -1.21 0.29 -0.172
C 0.00 2.84 3.09 -0.212
C 2.05 -0.51 -0.04 -0.099
C -1.12 3.05 0.77 -0.200
C 8.41 0.07 -5.31 -0.073
C -2.60 2.62 0.67 -0.222
C -2.78 1.46 -0.31 -0.196
C 2.51 0.57 -4.03 0.041
C 0.38 -1.29 1.56 -0.225
C -0.82 1.83 3.89 -0.232
C -4.83 -2.16 1.22 -0.235
C -5.63 0.52 1.41 -0.020
C 7.43 0.63 -4.30 -0.152
C -0.80 3.72 2.12 -0.196
C -1.42 0.65 3.09 -0.226
C -5.70 -1.74 2.25 -0.018
C -3.65 -3.77 0.20 -0.132
C 4.98 0.78 -3.96 -0.013
C -1.89 -2.35 3.27 -0.159
C 0.10 -2.36 0.70 -0.085
C 1.75 -1.58 -0.88 -0.115
C -4.26 1.16 -0.60 -0.140
C 1.37 -0.39 1.17 -0.095
C 4.22 -0.62 -5.47 0.011
C -3.18 -2.83 -0.73 -0.126
H -4.86 2.06 -0.53 0.109
H 1.80 0.01 -4.64 0.107
H -2.23 1.66 -1.24 0.113
H -2.91 2.26 1.65 0.095
H -3.23 3.46 0.40 0.117
H -0.65 -3.09 0.96 0.085
H 0.58 -3.33 -1.17 0.100
H 7.66 0.28 -3.30 0.135
H 1.34 -0.48 4.75 0.027
H 8.41 -1.02 -5.29 0.086
H -4.38 0.74 -1.59 0.108
H -2.46 -2.35 2.34 0.001
H -0.55 2.13 0.66 0.090
H -1.43 -3.34 3.37 0.041
H 2.39 0.29 -2.99 0.076
H -2.51 -3.16 -1.52 0.102
H -0.90 3.70 -0.07 0.107
H -6.75 -0.08 3.14 0.105
H -1.71 4.08 2.60 0.111
H -1.54 0.88 2.04 0.032
H 8.18 0.40 -6.32 0.090
H -6.06 -2.47 2.95 0.113
H 0.82 2.38 2.53 0.091
H -0.20 4.60 1.92 0.102
H 2.33 1.63 -4.15 0.109
H -1.63 2.37 4.37 0.107
H 9.41 0.41 -5.06 0.092
H -3.32 -4.80 0.12 0.107
H 1.62 0.44 1.83 0.090
H -2.43 0.47 3.47 0.081
H -5.94 1.55 1.49 0.113
H -2.36 0.57 0.15 0.085
H -2.57 -2.18 4.09 0.040
H 3.47 -1.16 -6.01 0.141
H 5.02 1.49 -3.15 0.178
H 0.47 3.50 3.82 0.106
H 6.26 -1.14 -6.19 0.133
H 2.31 -1.67 -1.81 0.079
H 7.48 1.72 -4.29 0.133
H -0.07 -1.20 5.58 0.038
H -0.20 1.47 4.70 0.086
H 0.99 -2.22 4.64 0.033
H 2.80 0.22 -0.29 0.089

=====

Entry 3:
84
Properties=species:S:1:pos:R:3:mulliken_spin:R:1 method="wB97M-V/def2-TZVPD" homo_energy_ev="-11.178 / -11.429" multiplicity=4 e_above_lowest_kcal_mol=0.0 charge=+1 homo_lumo_gap_ev="7.207 / 7.060"
Re -0.32 0.82 -0.02 2.412
Br 5.71 3.88 -0.21 0.007
Cl -1.56 2.69 -0.11 0.122
N 0.73 -1.64 1.31 -0.034
N -1.89 -0.84 0.01 0.041
N 0.50 -0.37 -1.52 0.101
N -1.33 -2.10 -0.03 -0.046
N 0.86 -1.65 -1.16 -0.012
N 0.53 -0.31 1.53 0.130
C 0.53 0.66 -5.01 0.001
C 1.61 -2.19 -2.12 0.022
C 2.13 -3.59 -2.04 0.000
C 3.92 1.69 -0.11 -0.019
C -2.00 -4.50 -0.13 -0.001
C -3.23 -1.03 0.00 0.022
C -0.17 2.23 3.01 0.111
C 4.02 3.07 -0.16 0.047
C 1.61 -3.65 2.48 -0.002
C 1.27 -2.20 2.40 0.024
C -5.67 -0.54 0.08 0.000
C 0.93 -0.03 2.80 -0.014
C -4.27 0.08 0.04 -0.019
C 2.67 1.10 -0.08 0.036
C 0.90 1.29 3.53 -0.034
C 2.28 1.97 3.42 0.002
C 0.61 1.01 5.01 0.000
C 1.74 -1.26 -3.13 0.010
C -4.10 0.91 1.32 0.039
C 0.90 1.12 -3.59 -0.051
C 2.88 3.86 -0.19 -0.019
C 1.42 -1.21 3.35 0.007
C 1.04 -0.13 -2.74 -0.009
C -4.18 0.94 -1.23 0.027
C -0.19 2.06 -3.11 0.110
C 1.49 1.87 -0.09 0.027
C -3.51 -2.39 -0.06 -0.002
C -2.29 -3.04 -0.07 0.022
C 2.24 1.86 -3.61 0.004
C 1.63 3.26 -0.15 0.077
B 0.18 -2.31 0.05 -0.026
H -3.12 1.38 1.40 -0.015
H -0.33 0.46 5.13 0.000
H -1.15 1.75 2.91 -0.020
H -3.21 1.42 -1.35 -0.010
H 4.82 1.08 -0.08 0.001
H 3.04 1.22 -4.01 0.000
H -4.85 1.70 1.36 -0.003
H 2.82 -3.76 -2.87 0.000
H -1.40 -4.76 -1.00 0.001
H -1.15 1.55 -2.95 -0.015
H -5.81 -1.18 0.96 0.000
H 1.41 0.43 5.48 0.000
H 2.97 4.94 -0.23 0.001
H 0.71 -4.27 2.46 0.002
H 2.28 -1.40 -4.06 0.001
H -0.30 3.07 3.70 0.005
H 3.06 1.33 3.83 -0.001
H 0.44 1.54 -5.66 0.000
H -1.45 -4.84 0.76 0.001
H 2.66 -3.76 -1.11 0.001
H 0.12 2.68 2.06 -0.021
H -4.94 1.72 -1.20 -0.003
H -6.41 0.26 0.13 0.000
H -5.87 -1.13 -0.82 0.000
H 1.81 -1.35 4.35 0.001
H -4.23 0.28 2.20 0.004
H 0.76 3.90 -0.18 -0.019
H -2.93 -5.05 -0.18 0.000
H 2.14 -3.85 3.40 0.000
H -0.36 2.83 -3.86 0.004
H -0.43 0.13 -5.03 -0.001
H 1.33 -4.32 -2.11 0.002
H 0.46 -3.48 0.06 0.000
H 2.28 2.90 3.99 0.000
H 1.29 0.01 -5.45 0.000
H 0.10 2.58 -2.20 -0.026
H -4.36 0.32 -2.11 0.002
H 0.53 1.95 5.54 0.000
H 2.24 -3.97 1.64 0.002
H 2.53 2.21 2.39 0.000
H -4.47 -2.86 -0.08 0.000
H 2.62 0.02 -0.03 -0.007
H 2.54 2.18 -2.61 -0.001
H 2.16 2.74 -4.25 0.000

=====

Entry 4:
85
Properties=species:S:1:pos:R:3:lowdin_charge:R:1 method="wB97M-V/def2-TZVPD" homo_energy_ev=-10.255 e_above_lowest_kcal_mol=5.3 charge=+1 homo_lumo_gap_ev=7.216
La 0.01 -0.39 0.77 1.500
Cl 0.43 -3.57 1.24 0.605
Cl -1.20 -4.19 6.40 0.727
Cl -0.09 -5.45 3.74 0.718
Cl -1.74 -1.11 6.54 0.722
Cl -1.12 0.69 4.00 0.748
P 2.50 1.24 1.22 1.042
P -2.75 0.47 -0.25 1.046
N -1.77 2.51 1.22 -0.064
N 0.42 2.91 1.69 -0.045
C -0.95 6.02 3.26 -0.085
C 2.71 0.58 3.86 -0.090
C 1.85 2.85 1.88 -0.279
C 3.98 0.54 -1.02 -0.088
C -1.10 -1.81 5.12 -0.700
C -2.68 4.61 2.32 -0.009
C 3.87 -0.91 2.24 -0.090
C 3.42 1.78 -0.31 -0.705
C -0.37 -3.77 3.87 -0.706
C -0.31 -1.56 2.84 -0.465
C -2.01 2.37 -2.03 -0.089
C -4.04 -0.80 0.24 -0.700
C -2.71 0.19 -3.00 -0.091
C -1.69 3.73 1.91 -0.176
C -0.12 -2.92 2.80 -0.702
C 0.05 5.13 2.86 -0.009
C -0.81 -1.04 4.01 -0.708
C -3.85 -1.07 1.74 -0.092
C -2.29 5.77 2.99 -0.085
C -0.86 -3.19 5.04 -0.687
C 4.53 2.80 -0.08 -0.075
C -5.49 -0.40 -0.01 -0.074
C -3.72 -2.09 -0.52 -0.092
C 3.57 0.56 2.58 -0.698
C -3.04 1.90 0.90 -0.285
C -0.34 3.98 2.19 -0.173
C -3.03 1.23 -1.92 -0.697
C -4.43 1.79 -2.16 -0.076
C 2.34 2.41 -1.20 -0.097
C 4.87 1.31 2.84 -0.076
B -0.45 1.94 1.07 -0.740
H 4.39 -1.37 3.09 0.097
H 2.10 2.93 2.94 0.092
H 4.22 3.62 0.57 0.077
H -4.40 2.45 -3.03 0.096
H -2.26 3.21 -1.38 0.089
H -5.17 1.02 -2.36 0.069
H 3.22 -0.21 -1.22 0.075
H -3.71 2.62 0.44 0.089
H -3.43 -0.63 -3.02 0.067
H -4.33 -2.02 1.99 0.100
H -2.01 2.74 -3.06 0.097
H 3.10 -0.16 4.56 0.100
H 1.47 1.77 -1.33 0.049
H -1.00 2.05 -1.78 0.055
H -1.71 -0.23 -2.88 0.077
H -3.04 6.47 3.32 0.105
H 4.79 0.07 -0.46 0.071
H 5.43 2.35 0.35 0.069
H 1.09 5.33 3.08 0.110
H -3.72 4.41 2.12 0.109
H -3.91 -2.01 -1.60 0.067
H 1.99 3.37 -0.82 0.090
H -6.15 -1.11 0.51 0.096
H -2.75 0.67 -3.99 0.095
H -2.80 -1.16 2.04 0.043
H 5.61 1.13 2.07 0.073
H -5.72 0.60 0.38 0.087
H 1.65 0.33 3.68 0.035
H 2.77 2.58 -2.19 0.098
H -0.67 6.93 3.79 0.104
H 2.74 1.55 4.35 0.085
H 4.81 3.23 -1.04 0.096
H -4.31 -0.30 2.36 0.084
H 2.96 -1.50 2.08 0.059
H 4.50 -1.02 1.36 0.069
H -2.68 -2.42 -0.39 0.068
H -4.36 -2.90 -0.14 0.096
H 5.30 0.96 3.79 0.097
H -3.54 1.53 1.80 0.088
H 4.72 2.39 2.93 0.087
H 2.35 3.68 1.38 0.090
H 4.39 0.84 -1.99 0.095
H -4.80 2.40 -1.32 0.076
H -5.76 -0.42 -1.06 0.070

=====

Entry 5:
94
Properties=species:S:1:pos:R:3:lowdin_charge:R:1 method="wB97M-V/def2-TZVPD" homo_energy_ev=-13.953 e_above_lowest_kcal_mol=68.8 charge=+3 homo_lumo_gap_ev=6.110
Ta 0.03 -1.50 0.99 1.740
Cl 1.73 -5.91 -0.36 0.778
Cl 5.82 -3.84 -3.21 0.733
S 1.95 -0.97 2.56 0.795
P -1.69 6.19 -7.31 1.044
P -2.18 -3.77 -0.73 1.020
O -3.47 -3.29 -1.49 -0.334
O -0.53 0.24 1.10 -0.341
O -1.57 -1.95 -0.24 -0.512
O -2.75 -3.90 0.73 -0.363
O 1.10 -3.17 0.19 -0.171
O 1.23 -0.62 -0.36 -0.185
O -0.58 -2.43 2.50 -0.234
O 0.82 2.13 1.33 0.180
N 0.64 -2.66 4.42 0.130
N 0.36 8.23 -7.00 -0.105
N -1.82 8.66 -6.02 -0.184
N -1.46 0.73 3.82 0.038
N -0.39 7.05 -5.09 -0.213
N 2.84 -2.54 4.56 -0.110
C -3.66 -3.08 -2.94 -0.029
C -0.02 1.49 1.83 -0.402
C 3.69 -4.74 -1.64 -0.069
C 1.77 -2.10 3.89 -0.587
C -0.13 7.18 -7.96 -0.239
C 4.90 -1.30 5.34 -0.039
C 2.35 -0.84 -0.90 -0.071
C 2.58 -4.57 -0.94 -0.620
C -3.00 -5.28 0.97 -0.114
C -3.89 -3.89 6.12 -0.006
C 3.94 -2.31 -1.85 -0.077
C -2.20 -0.87 -1.01 -0.082
C -4.13 -3.55 4.71 0.008
C 4.56 -3.56 -2.09 -0.602
C -2.95 -3.24 3.97 -0.019
C 4.25 -2.20 4.22 -0.195
C -1.50 -3.48 5.91 0.007
C 2.78 -4.92 4.48 -0.031
C -2.60 -3.86 6.69 -0.035
C 2.05 -3.21 -0.61 -0.349
C -1.68 -3.19 4.54 -0.151
C -1.41 8.18 -4.70 -0.054
C -0.81 5.80 -5.48 -0.297
C -2.67 7.66 -6.80 -0.320
C 2.73 -3.69 5.44 -0.159
C 2.81 -2.17 -1.14 -0.176
C -0.64 1.79 3.22 -0.153
C -0.51 -2.73 3.82 -0.297
C 0.82 7.66 -5.76 -0.117
C -0.82 9.28 -6.73 -0.093
H 1.85 -5.03 4.02 0.044
H -2.30 7.76 -4.20 0.137
H 1.60 6.90 -5.85 0.144
H 0.19 2.07 3.84 0.126
H -2.45 -4.12 7.69 0.098
H -1.46 5.30 -4.75 0.085
H -3.09 -3.06 2.97 0.064
H 4.39 -1.37 -2.37 0.163
H -1.03 9.60 -7.73 0.138
H -4.67 -2.74 -2.99 0.095
H -1.11 0.68 4.75 0.074
H -5.12 -3.52 4.29 0.107
H -3.66 -3.98 -3.50 0.086
H -1.71 0.08 -0.72 0.089
H 3.63 -4.88 3.74 0.095
H 4.07 -0.63 5.77 0.111
H 4.09 -5.76 -1.91 0.139
H -3.54 7.43 -6.16 0.106
H -2.66 -5.94 0.14 0.090
H 0.13 5.13 -5.70 0.120
H 3.57 -3.65 6.17 0.138
H -1.21 2.71 3.01 0.144
H -0.86 8.92 -4.14 0.127
H -0.53 -3.40 6.41 0.119
H 2.99 -5.81 5.06 0.084
H -0.35 10.09 -6.13 0.158
H -4.76 -4.15 6.68 0.101
H -2.40 1.07 3.92 0.083
H 4.76 -3.19 4.20 0.125
H 5.32 -1.94 6.09 0.058
H 1.16 8.74 -7.37 0.181
H 0.74 6.64 -8.28 0.095
H -4.08 -5.36 0.98 0.099
H -3.22 -0.74 -0.77 0.095
H -2.08 -1.00 -2.07 0.075
H 4.34 -1.74 3.26 0.064
H -2.95 -2.33 -3.28 0.081
H 1.83 -3.72 6.04 0.103
H 2.95 -0.06 -1.32 0.147
H -2.55 -5.57 1.92 0.098
H 1.23 8.46 -5.13 0.147
H -0.43 7.66 -8.84 0.069
H -3.03 8.25 -7.58 0.071
H 5.70 -0.72 4.85 0.086